# 1
142
Properties=species:S:1:pos:R:3:forces:R:3:lowdin_charge:R:1 method="wB97M-V/def2-TZVPD" s2=3.79 total_charge=+1 multiplicity=4 e_homo_ha="-0.3508 / -0.3512"
V 1.0526 1.4433 0.1055 0.531 0.400 0.960 0.91
C 3.1144 2.2841 0.0344 0.447 0.534 0.024 -0.04
C 2.9108 1.5853 1.2583 0.470 0.268 0.440 -0.17
C 1.8168 2.2572 1.9273 0.718 0.392 0.756 -0.18
C 1.4157 3.3204 1.0720 0.435 0.856 0.322 -0.08
C 2.2443 3.3803 -0.0667 0.220 -0.005 0.022 -0.22
C 2.2804 4.5149 -1.0584 -0.168 0.110 -0.260 -0.54
C 3.2660 4.2484 -2.1976 -0.147 -0.043 0.225 -0.03
C 0.8730 4.7385 -1.6217 0.200 -0.062 0.037 -0.03
C 2.7358 5.7748 -0.3056 -0.044 -0.209 -0.073 -0.02
C 1.1345 2.0684 3.2811 -0.298 -0.191 0.237 -0.51
C 0.3270 0.7632 3.2843 0.210 0.240 0.027 -0.03
C 2.1404 2.0986 4.4374 -0.054 -0.046 -0.249 -0.03
C 0.1245 3.1982 3.5582 0.173 -0.120 -0.165 -0.05
C 3.9639 0.5565 1.6687 0.090 -0.436 0.142 -0.50
C 3.3875 -0.6434 2.4247 -0.038 0.270 -0.035 -0.05
C 4.6544 -0.0347 0.4225 -0.246 0.149 -0.047 -0.06
C 5.0384 1.2744 2.5078 -0.261 -0.096 -0.086 -0.01
H 3.9176 2.0900 -0.6539 -0.124 -0.240 -0.163 0.13
H 0.7009 4.0874 1.3234 -0.291 -0.219 -0.059 0.13
H 3.0179 3.3346 -2.7304 0.015 -0.098 -0.092 0.07
H 4.2807 4.1669 -1.8159 0.146 -0.051 0.005 0.09
H 3.2440 5.0721 -2.9066 -0.019 0.091 -0.071 0.09
H 0.5124 3.8306 -2.1104 -0.065 0.030 -0.048 0.07
H 0.8708 5.5472 -2.3484 0.001 0.097 -0.095 0.10
H 0.1925 5.0100 -0.8169 -0.164 0.012 0.040 0.08
H 3.7376 5.6380 0.0944 0.110 0.008 0.078 0.09
H 2.0646 6.0028 0.5177 -0.083 0.062 0.121 0.08
H 2.7498 6.6249 -0.9814 0.008 0.142 -0.105 0.09
H 0.9763 -0.1024 3.2530 -0.044 -0.167 -0.104 0.05
H -0.3448 0.7467 2.4175 -0.092 -0.114 0.092 0.07
H -0.2699 0.7107 4.1908 -0.176 -0.086 0.117 0.10
H 2.8017 1.2410 4.4329 0.110 -0.048 0.016 0.06
H 1.6117 2.1018 5.3873 -0.083 -0.003 0.103 0.09
H 2.7403 3.0032 4.3766 0.125 0.099 0.068 0.10
H -0.6970 3.1876 2.8415 -0.098 0.068 -0.077 0.07
H 0.6031 4.1755 3.5498 0.016 0.118 -0.029 0.10
H -0.3008 3.0514 4.5497 -0.034 -0.049 0.035 0.09
H 2.6221 -1.1136 1.8041 -0.023 -0.128 0.099 0.04
H 2.9667 -0.3614 3.3837 -0.080 -0.072 0.071 0.06
H 4.1743 -1.3728 2.6140 0.034 -0.040 -0.005 0.09
H 3.9124 -0.3177 -0.3274 0.130 -0.078 0.006 0.04
H 5.2132 -0.9249 0.7059 0.002 -0.031 0.035 0.07
H 5.3716 0.6524 -0.0175 0.061 0.175 -0.096 0.09
H 4.6388 1.6394 3.4485 -0.005 0.041 0.113 0.07
H 5.4383 2.1245 1.9592 0.067 0.088 -0.066 0.09
H 5.8584 0.5914 2.7227 0.057 -0.082 0.019 0.09
C -8.6387 -2.6447 -0.7318 -0.010 0.036 0.026 -0.04
C -7.2824 -2.0390 -0.5617 0.112 -0.091 0.064 -0.25
C -6.9771 -0.7686 -1.0291 0.080 0.015 0.020 0.00
C -5.7053 -0.2352 -0.8844 -0.012 0.233 -0.085 -0.29
C -5.4046 1.1237 -1.4343 -0.106 0.044 0.021 -0.05
C -4.7096 -0.9674 -0.2344 0.394 0.171 -0.139 -0.33
Te -2.6568 -0.2329 -0.0864 -1.403 -0.310 0.690 1.82
N -0.4351 0.6738 -0.4955 -1.496 0.033 0.143 -0.20
C 0.3232 0.4444 -1.5354 -0.157 -1.385 -2.090 -0.66
O 1.4983 -0.0037 -1.2781 0.358 0.898 -0.276 -0.15
C -0.0437 0.8493 -2.9126 0.115 -0.012 -0.445 -0.17
C -1.3107 0.6666 -3.4538 0.095 -0.035 0.160 -0.06
C -1.6147 1.1942 -4.6970 -0.078 0.024 -0.058 -0.06
C -0.6578 1.9073 -5.4044 -0.020 -0.031 -0.010 -0.06
C 0.6181 2.0601 -4.8838 0.006 0.050 -0.034 -0.05
C 0.9289 1.5209 -3.6502 -0.029 -0.163 0.129 -0.04
C -3.1139 1.5833 0.9182 0.147 0.016 -0.044 -0.35
C -2.9002 2.8207 0.3201 0.111 0.048 -0.244 -0.31
C -2.4551 2.9945 -1.0984 -0.037 -0.077 -0.050 -0.06
C -3.1527 3.9765 1.0517 -0.012 -0.077 0.120 -0.01
C -3.6297 3.9295 2.3496 0.008 -0.069 -0.056 -0.26
C -3.8999 5.1688 3.1414 0.014 -0.006 -0.014 -0.03
C -3.8539 2.6817 2.9186 0.078 -0.078 -0.180 0.00
C -3.5958 1.5084 2.2283 -0.065 -0.112 0.134 -0.30
C -3.8663 0.1933 2.8880 -0.069 -0.057 -0.029 -0.06
C -4.9997 -2.2514 0.2303 0.087 -0.200 0.121 -0.31
C -4.0133 -3.1481 0.9172 0.125 0.073 -0.049 -0.06
C -6.2799 -2.7581 0.0676 -0.016 0.148 -0.069 -0.01
H -9.2707 -2.0209 -1.3559 -0.119 0.010 -0.040 0.08
H -9.1150 -2.7680 0.2400 -0.104 -0.001 0.026 0.09
H -8.5588 -3.6319 -1.1830 -0.047 -0.049 -0.050 0.09
H -7.7403 -0.1906 -1.5333 -0.025 0.055 -0.053 0.12
H -6.1674 1.4313 -2.1458 0.047 0.056 -0.070 0.09
H -4.4328 1.1144 -1.9323 -0.049 0.191 -0.116 0.05
H -5.3716 1.8554 -0.6259 0.037 0.106 -0.055 0.09
H -2.0558 0.0958 -2.9092 -0.021 0.048 -0.037 0.07
H -2.6054 1.0666 -5.1105 -0.026 -0.059 -0.028 0.11
H -0.9059 2.3348 -6.3652 -0.008 0.013 -0.046 0.11
H 1.3680 2.6078 -5.4331 0.079 0.036 -0.093 0.11
H 1.9219 1.6117 -3.2270 -0.024 -0.002 -0.061 0.11
H -2.2459 2.0449 -1.5842 -0.007 0.208 -0.080 0.00
H -1.5502 3.5972 -1.1319 0.071 -0.020 -0.097 0.06
H -3.2224 3.5202 -1.6653 -0.063 0.018 -0.084 0.10
H -2.9824 4.9313 0.5739 0.004 0.134 -0.036 0.13
H -3.8261 6.0588 2.5242 0.003 0.102 -0.017 0.08
H -3.1855 5.2506 3.9590 0.048 0.074 0.079 0.09
H -4.8946 5.1250 3.5779 -0.090 0.069 0.062 0.09
H -4.2416 2.6243 3.9248 -0.021 -0.055 0.167 0.13
H -3.8228 0.2828 3.9704 0.041 -0.053 0.050 0.09
H -3.1343 -0.5509 2.5644 -0.031 -0.152 0.204 0.04
H -4.8606 -0.1630 2.6137 -0.004 -0.120 0.005 0.10
H -3.0376 -2.6776 1.0196 0.054 -0.177 0.105 -0.01
H -3.8977 -4.0730 0.3529 0.098 -0.044 0.019 0.09
H -4.3781 -3.4101 1.9097 0.083 -0.010 0.079 0.10
H -6.4856 -3.7538 0.4337 -0.062 -0.144 0.050 0.13
C 0.8526 -5.1048 -3.0807 0.054 0.664 0.241 -0.21
Si 0.9330 -3.2641 -2.5626 -0.137 -0.465 -0.467 0.33
C 1.6013 -2.2358 -4.0230 -0.206 -0.210 0.609 -0.20
C -0.8409 -2.7010 -2.1206 0.514 0.042 0.000 -0.21
As 2.3334 -2.7988 -0.7150 0.287 -0.682 0.251 0.84
Si 1.1042 -3.7175 1.1194 -0.150 -0.436 0.258 0.34
C -0.0485 -2.2764 1.6223 0.332 -0.258 -0.347 -0.24
C 0.0518 -5.2693 0.7317 0.362 0.626 0.050 -0.21
C 2.1575 -4.1919 2.6414 -0.176 0.254 -0.663 -0.20
Si 4.2805 -4.1673 -1.0573 0.177 -0.349 0.071 0.34
C 3.9286 -5.9812 -1.5541 0.099 0.668 0.158 -0.21
C 5.3158 -3.2793 -2.4007 -0.503 -0.177 0.396 -0.22
C 5.2768 -4.1584 0.5760 -0.490 0.006 -0.562 -0.21
H -0.0329 -5.3140 -3.6731 -0.233 0.067 -0.135 0.03
H 0.8400 -5.7698 -2.2226 -0.005 -0.056 0.168 0.01
H 1.7121 -5.3663 -3.6889 0.208 -0.020 -0.085 0.02
H 0.8961 -2.1676 -4.8469 -0.205 -0.077 -0.101 0.03
H 2.5204 -2.6684 -4.4106 0.153 -0.099 0.013 0.02
H 1.8211 -1.2251 -3.6887 0.063 0.128 0.040 0.00
H -1.4490 -2.5400 -3.0063 -0.023 -0.002 -0.270 0.04
H -0.7941 -1.7622 -1.5713 0.035 0.043 0.058 -0.05
H -1.3611 -3.4238 -1.4986 0.002 -0.186 0.163 0.02
H -1.0373 -2.4365 1.2039 -0.140 -0.095 -0.115 -0.04
H 0.3228 -1.3290 1.2203 -0.027 -0.104 0.076 -0.02
H -0.1607 -2.1800 2.6982 0.039 -0.052 0.218 0.04
H -0.5584 -5.1489 -0.1571 -0.093 0.042 -0.207 0.00
H -0.6150 -5.4917 1.5593 -0.132 0.023 0.256 0.03
H 0.6818 -6.1419 0.5884 0.185 -0.119 -0.070 0.02
H 2.6234 -3.3371 3.1198 0.100 0.207 0.015 0.01
H 2.9426 -4.8866 2.3664 0.150 -0.164 -0.048 0.00
H 1.5354 -4.6842 3.3840 -0.238 -0.064 0.058 0.03
H 3.7147 -6.0688 -2.6136 -0.070 0.043 -0.215 0.01
H 3.0782 -6.3874 -1.0145 -0.141 -0.007 0.141 0.01
H 4.7823 -6.6176 -1.3445 0.264 -0.062 0.076 0.03
H 5.2071 -3.7482 -3.3746 -0.087 -0.105 -0.140 0.02
H 6.3733 -3.2798 -2.1541 0.170 -0.072 0.117 0.02
H 5.0011 -2.2418 -2.4961 -0.024 0.126 0.002 0.01
H 4.8643 -4.8462 1.3071 -0.125 -0.084 0.099 0.01
H 5.2837 -3.1654 1.0101 -0.016 0.230 0.144 -0.01
H 6.3088 -4.4496 0.4095 0.204 -0.081 -0.184 0.03

# 2
110
Properties=species:S:1:pos:R:3:forces:R:3:lowdin_charge:R:1 method="wB97M-V/def2-TZVPD" total_charge=+1 e_homo_ha=-0.4243
C 2.9764 2.4681 2.5416 -0.037 0.077 0.104 -0.09
C 1.4741 2.2070 2.7068 0.069 0.123 -0.178 -0.25
C 0.9228 0.9441 2.0341 -0.094 -0.031 0.104 -0.20
C 1.7963 -0.2987 2.1872 0.001 -0.035 -0.042 -0.25
C 1.0763 -1.5267 1.6068 -0.120 0.197 0.049 -0.33
P 2.2053 -2.8959 1.3927 -0.223 0.162 0.143 1.10
C 3.5972 -2.4751 0.3240 -0.024 0.045 -0.024 -0.21
C 4.7241 -1.8175 1.1254 -0.133 0.087 -0.632 -0.59
O 4.9014 -2.0525 2.2740 0.135 -0.197 0.562 0.14
O 5.5569 -1.0473 0.4108 -0.077 0.310 0.270 0.12
H 3.1878 3.0399 1.6369 0.030 -0.150 -0.088 0.07
H 3.3451 3.0636 3.3766 -0.017 0.047 -0.029 0.08
H 3.5799 1.5586 2.5313 0.000 0.028 0.014 0.05
H 0.9411 3.0542 2.2747 -0.098 0.017 0.153 0.09
H 1.2000 2.2116 3.7621 0.085 -0.153 0.019 0.11
H -0.0549 0.7240 2.4734 -0.031 0.051 -0.055 0.12
H 0.7398 1.1180 0.9685 0.112 -0.019 -0.009 0.12
H 2.7396 -0.1398 1.6573 -0.006 0.014 0.008 0.08
H 2.0546 -0.4694 3.2360 0.011 0.012 -0.020 0.13
H 0.6286 -1.3074 0.6354 0.074 -0.057 0.029 0.07
H 0.2715 -1.8721 2.2619 0.019 0.004 0.005 0.11
H 1.5951 -4.0390 0.8832 -0.060 0.015 -0.010 0.04
H 2.6946 -3.2250 2.6543 0.173 -0.162 -0.068 0.06
H 3.2336 -1.8562 -0.4997 -0.027 -0.038 0.014 0.10
H 4.0011 -3.3966 -0.1044 -0.005 0.032 -0.027 0.12
H 5.1063 -0.5557 -0.2892 0.094 -0.250 -0.220 0.13
C 2.0499 -4.7375 -5.2681 -0.013 0.006 0.017 -0.04
C 1.6515 -5.2597 -4.0435 0.016 0.015 -0.018 -0.05
C 1.2358 -4.4125 -3.0312 -0.025 -0.082 0.010 -0.01
C 1.2268 -3.0487 -3.2759 -0.064 -0.024 -0.042 -0.16
C 1.6169 -2.5050 -4.4887 0.021 0.030 -0.054 0.01
C 2.0350 -3.3663 -5.4888 0.001 -0.012 0.009 -0.04
N 0.7676 -2.1435 -2.2223 -0.009 0.074 -0.030 -0.33
O 0.4628 -2.6249 -1.1325 0.141 -0.174 -0.066 -0.01
O 0.7197 -0.9558 -2.4526 0.038 -0.039 0.041 0.10
H 2.3661 -5.4050 -6.0582 0.003 0.001 0.002 0.12
H 1.6521 -6.3285 -3.8815 -0.004 0.002 -0.003 0.12
H 0.9042 -4.8034 -2.0809 -0.039 0.034 -0.002 0.11
H 1.5875 -1.4370 -4.6444 -0.024 0.001 0.025 0.12
H 2.3414 -2.9658 -6.4450 -0.001 -0.003 0.000 0.12
C -5.1581 -3.1343 -0.2432 0.010 -0.007 -0.012 -0.06
C -4.5227 -2.3570 -1.2033 -0.010 -0.015 0.011 -0.07
C -3.8232 -2.9602 -2.2365 0.013 0.063 0.018 -0.01
C -3.7719 -4.3418 -2.2765 -0.020 -0.007 -0.018 -0.15
C -4.3915 -5.1379 -1.3304 -0.050 -0.029 0.028 0.00
C -5.0925 -4.5200 -0.3066 -0.014 0.010 0.025 -0.05
N -3.0473 -4.9932 -3.3852 -0.012 -0.033 -0.028 -0.35
O -2.5265 -4.2767 -4.2189 0.073 0.025 0.059 0.06
O -3.0139 -6.2061 -3.4016 0.052 0.040 0.025 0.08
H -5.7183 -2.6587 0.5513 0.005 -0.002 0.004 0.11
H -4.5844 -1.2781 -1.1575 0.000 0.000 0.001 0.11
H -3.3349 -2.3778 -3.0034 0.001 -0.033 -0.022 0.12
H -4.3396 -6.2135 -1.4085 0.016 0.005 -0.032 0.12
H -5.6048 -5.1226 0.4318 -0.015 -0.004 -0.015 0.09
C 0.1905 8.9990 2.5701 -0.022 -0.010 0.014 -0.05
C 0.1619 8.9765 3.9581 -0.001 -0.002 -0.020 -0.06
C -0.0710 7.7876 4.6315 0.021 0.051 0.025 0.00
C -0.2679 6.6390 3.8869 -0.003 -0.004 0.001 -0.15
C -0.2513 6.6371 2.5034 0.017 -0.001 -0.062 0.00
C -0.0189 7.8331 1.8443 -0.038 0.034 0.037 -0.05
N -0.4908 5.3681 4.5974 0.022 -0.054 0.045 -0.34
O -0.5391 5.3947 5.8085 -0.010 0.000 -0.031 0.09
O -0.6014 4.3539 3.9294 -0.029 0.052 -0.020 0.05
H 0.3719 9.9289 2.0478 -0.006 -0.002 -0.003 0.11
H 0.3213 9.8861 4.5206 0.000 -0.001 -0.001 0.11
H -0.0964 7.7462 5.7100 -0.006 -0.037 -0.004 0.12
H -0.4179 5.7190 1.9599 -0.005 -0.017 0.033 0.11
H -0.0013 7.8598 0.7646 0.086 -0.001 0.009 0.08
C -4.1434 4.8718 -1.9203 0.014 0.010 0.001 -0.07
C -4.5720 6.1471 -1.5777 0.011 -0.016 -0.004 -0.06
C -3.6515 7.1702 -1.4147 -0.059 0.002 0.018 0.00
C -2.3117 6.8840 -1.6011 -0.014 0.022 -0.027 -0.15
C -1.8587 5.6224 -1.9411 0.013 -0.060 -0.020 -0.01
C -2.7912 4.6099 -2.1000 -0.023 0.011 0.008 -0.07
N -1.3283 7.9695 -1.4337 0.013 0.012 -0.026 -0.36
O -1.7422 9.0630 -1.1128 0.027 -0.026 0.008 0.09
O -0.1532 7.7011 -1.6116 -0.065 -0.020 0.019 0.06
H -4.8680 4.0791 -2.0520 0.000 0.000 0.003 0.11
H -5.6252 6.3491 -1.4397 0.001 -0.001 -0.001 0.11
H -3.9604 8.1701 -1.1494 0.036 0.011 -0.006 0.12
H -0.8029 5.4469 -2.0824 0.005 0.040 0.002 0.12
H -2.4608 3.6162 -2.3711 -0.002 0.002 -0.003 0.10
C -6.1329 -4.8590 5.5415 -0.012 0.002 -0.018 -0.07
C -7.4741 -4.4992 5.5663 0.022 -0.008 -0.009 -0.06
C -8.3083 -4.8416 4.5131 -0.020 0.038 0.048 0.00
C -7.7702 -5.5473 3.4538 -0.011 -0.020 -0.032 -0.15
C -6.4409 -5.9215 3.4080 0.134 -0.004 0.004 -0.02
C -5.6160 -5.5658 4.4629 -0.049 0.007 0.047 -0.07
N -8.6418 -5.9120 2.3184 0.006 0.073 -0.030 -0.35
O -9.8043 -5.5740 2.3707 0.027 -0.045 0.004 0.09
O -8.1321 -6.5152 1.3931 -0.014 0.022 0.006 0.07
H -5.4897 -4.5915 6.3694 0.000 0.004 -0.002 0.11
H -7.8745 -3.9511 6.4080 0.002 -0.002 0.000 0.11
H -9.3534 -4.5703 4.5082 -0.004 -0.023 -0.030 0.12
H -6.0686 -6.4841 2.5651 -0.033 -0.015 -0.003 0.11
H -4.5724 -5.8501 4.4468 -0.004 -0.011 0.009 0.11
C 7.7932 1.0676 -2.1390 -0.003 -0.010 -0.014 -0.07
C 8.1359 1.5426 -3.3983 -0.022 -0.018 0.010 -0.06
C 8.5748 0.6646 -4.3774 -0.006 0.062 -0.011 0.00
C 8.6594 -0.6795 -4.0662 -0.009 -0.007 -0.013 -0.14
C 8.3344 -1.1759 -2.8184 -0.078 -0.030 0.052 0.00
C 7.8940 -0.2879 -1.8491 0.034 0.030 0.031 -0.08
N 9.1046 -1.6268 -5.1101 -0.001 -0.008 -0.008 -0.35
O 9.4053 -1.1681 -6.1911 -0.003 -0.018 0.028 0.09
O 9.1306 -2.8060 -4.8194 -0.001 0.030 -0.016 0.08
H 7.4569 1.7602 -1.3777 0.027 0.004 0.009 0.11
H 8.0657 2.5986 -3.6202 0.002 0.000 0.003 0.11
H 8.8477 1.0093 -5.3636 0.008 -0.037 -0.009 0.12
H 8.4250 -2.2332 -2.6187 0.033 -0.003 -0.032 0.12
H 7.6494 -0.6549 -0.8607 0.054 0.020 -0.024 0.09

# 3
8
Properties=species:S:1:pos:R:3:forces:R:3:nbo_charge:R:1 method="wB97M-V/def2-TZVPD" de_lowest_kj_mol=360.9 total_charge=+1 e_homo_ha="-0.5905 / -0.5892"
C -1.8129 0.8060 0.0014 1.770 4.238 -0.014 -0.34
C -0.5386 1.1637 0.0016 -2.938 -2.103 -0.004 0.46
C -2.2209 -0.3557 0.0059 0.396 -2.877 0.011 0.39
C 0.6808 0.7075 -0.0085 0.904 0.370 -0.040 -0.36
C 0.6787 -0.7726 0.0030 1.540 2.500 0.013 -0.06
N -0.1051 -1.6864 -0.0068 -1.624 -1.142 0.019 0.19
H 1.5923 1.2894 -0.0336 0.053 -0.249 0.036 0.32
H 1.7257 -1.1519 0.0369 -0.101 -0.737 -0.021 0.41